# 1
A molecular structure, C26H33AsN4O10P3Pd. Source: the Open Molecules 2025 dataset; level of theory: ωB97M-V/def2-TZVPD.

Cartesian coordinates (Å):
Pd (1.41, 0.74, 0.57)
O (1.24, 1.85, -2.33)
P (2.28, 2.97, -1.86)
O (2.77, 3.82, -2.96)
O (3.43, 2.16, -1.13)
O (1.54, 3.76, -0.76)
P (0.88, 3.51, 0.75)
O (1.07, 5.01, 1.32)
O (-0.56, 3.22, 0.57)
O (1.85, 2.67, 1.53)
H (1.70, 1.01, -2.60)
H (0.35, 5.55, 0.98)
N (0.96, -1.55, -4.87)
C (1.60, -0.38, -5.56)
P (3.16, -0.21, -4.55)
O (4.14, -1.21, -5.05)
O (2.53, -0.36, -3.17)
C (3.71, 1.49, -4.77)
N (4.76, 1.80, -3.79)
H (1.32, -2.43, -5.23)
H (-0.08, -1.54, -4.84)
H (1.31, -1.45, -3.88)
H (0.93, 0.47, -5.43)
H (1.74, -0.60, -6.62)
H (2.87, 2.15, -4.55)
H (3.99, 1.63, -5.82)
H (4.92, 2.80, -3.78)
H (5.61, 1.31, -4.01)
H (4.05, 1.84, -1.81)
N (-2.89, -0.71, -2.44)
C (-1.84, -1.30, -3.03)
O (-1.79, -1.50, -4.25)
C (-0.71, -1.68, -2.12)
C (-0.06, -2.90, -2.25)
C (1.04, -3.13, -1.46)
C (1.45, -2.15, -0.56)
N (0.81, -0.99, -0.41)
C (-0.25, -0.76, -1.19)
H (-3.59, -0.29, -3.03)
H (-2.87, -0.49, -1.46)
H (-0.42, -3.64, -2.96)
H (1.59, -4.06, -1.51)
H (2.31, -2.30, 0.07)
H (-0.72, 0.21, -1.06)
C (-5.78, -0.40, 3.25)
C (-4.76, -0.77, 4.13)
C (-3.43, -0.60, 3.77)
C (-3.09, -0.07, 2.53)
C (-4.11, 0.30, 1.67)
C (-5.45, 0.14, 2.02)
As (-1.22, 0.18, 1.87)
C (-0.71, -1.68, 2.27)
C (0.55, -2.07, 2.72)
C (0.90, -3.41, 2.82)
C (0.00, -4.40, 2.43)
C (-1.25, -4.03, 1.96)
C (-1.60, -2.69, 1.88)
C (-0.63, 1.21, 3.43)
C (-1.53, 2.13, 3.97)
C (-1.15, 2.95, 5.03)
C (0.14, 2.87, 5.55)
C (1.04, 1.98, 4.99)
C (0.66, 1.17, 3.92)
H (-6.81, -0.52, 3.53)
H (-5.01, -1.19, 5.10)
H (-2.65, -0.89, 4.47)
H (-3.86, 0.75, 0.71)
H (-6.23, 0.45, 1.33)
H (1.28, -1.32, 2.98)
H (1.88, -3.67, 3.18)
H (0.28, -5.44, 2.50)
H (-1.96, -4.79, 1.64)
H (-2.58, -2.43, 1.51)
H (-2.53, 2.23, 3.58)
H (-1.85, 3.67, 5.43)
H (0.44, 3.51, 6.37)
H (2.06, 1.94, 5.34)
H (1.41, 0.57, 3.43)

Properties
- 2S+1: 1
- Total charge: -1
- Energy above the lowest of the compared OMol25 structures with the same formula, charge and spin: 0.0 kJ/mol
- Gap between HOMO and LUMO: 0.1981 Ha
- HOMO level: -3.2 eV

Mulliken atomic charge list, values in e, 6 entries: number 1, Pd, carries -0.182; number 2, O, carries -0.249; number 3, P, carries 0.403; number 4, O, carries -0.845; number 5, O, carries -0.414; number 6, O, carries 0.031


# 2
A molecular structure, C26H33CeClN at a distorted geometry. Source: the Open Molecules 2025 dataset; level of theory: ωB97M-V/def2-TZVPD.

Cartesian coordinates (Å):
C (1.09, -2.00, 0.46)
C (1.99, -1.19, -0.33)
C (1.42, -1.08, -1.65)
C (0.18, -1.80, -1.67)
C (-0.02, -2.38, -0.38)
Ce (0.00, 0.00, 0.00)
C (-2.30, 1.20, -0.38)
C (-2.00, 0.83, 0.94)
H (-1.77, 1.63, 1.65)
C (-1.75, -0.54, 1.32)
H (-2.39, -1.31, 0.87)
H (-1.51, -0.72, 2.37)
C (-2.44, 2.66, -0.72)
H (-1.84, 3.29, -0.04)
H (-2.11, 2.87, -1.75)
H (-3.50, 2.96, -0.64)
C (-2.97, 0.24, -1.35)
H (-2.84, -0.82, -1.08)
H (-4.06, 0.46, -1.38)
H (-2.59, 0.39, -2.38)
C (3.32, -0.64, 0.10)
H (3.32, -0.37, 1.17)
H (4.12, -1.39, -0.07)
H (3.57, 0.26, -0.47)
C (2.13, -0.49, -2.83)
H (2.65, 0.44, -2.57)
H (2.89, -1.22, -3.20)
H (1.44, -0.27, -3.66)
C (-0.66, -2.07, -2.89)
H (-0.66, -1.22, -3.59)
H (-0.27, -2.95, -3.45)
H (-1.71, -2.29, -2.63)
C (-1.09, -3.37, -0.02)
H (-2.05, -3.14, -0.51)
H (-0.78, -4.39, -0.35)
H (-1.26, -3.41, 1.07)
C (1.34, -2.44, 1.88)
H (0.39, -2.68, 2.40)
H (1.98, -3.34, 1.91)
H (1.84, -1.65, 2.46)
C (0.40, 1.66, -1.40)
C (1.06, 2.83, -0.95)
C (0.11, 1.60, -2.78)
C (1.41, 3.87, -1.82)
H (1.31, 2.93, 0.11)
C (0.45, 2.64, -3.67)
H (-0.40, 0.72, -3.20)
C (1.10, 3.78, -3.19)
H (1.92, 4.76, -1.43)
H (0.20, 2.55, -4.73)
H (1.37, 4.59, -3.87)
Cl (0.36, 5.08, 3.68)
C (0.50, 3.33, 3.57)
C (0.79, 2.58, 4.70)
C (0.83, 1.20, 4.61)
C (0.63, 0.59, 3.37)
N (0.41, 1.31, 2.22)
C (0.30, 2.68, 2.35)
H (0.93, 3.06, 5.66)
H (1.00, 0.60, 5.49)
H (0.59, -0.46, 3.37)
H (0.00, 3.31, 1.53)

Properties
- 2S+1: 1
- Total charge: +1
- Gap between HOMO and LUMO (spin up / spin down): 0.2621 / 0.2621 Ha
- HOMO level (spin up / spin down): -10.6 / -10.6 eV

Mulliken atomic charge list, values in e, 6 entries: number 1, C, carries 0.879; number 2, C, carries 0.318; number 3, C, carries 0.723; number 4, C, carries 0.737; number 5, C, carries 0.568; number 6, Ce, carries -0.804